Entry 1:
Here is a 7-piece molecular cluster, C24H26FN7S2 overall from OMol25. Energies are from the ωB97M-V functional and the def2-TZVPD basis.

```
60
Properties=species:S:1:pos:R:3:forces:R:3
F -0.4380 -3.5075 -0.7989 0.51 3.91 0.02
C -0.2521 -2.0715 -0.8029 -0.11 3.04 -0.02
C 1.0244 -1.4015 -0.2469 -2.53 1.50 -0.94
S 2.3809 -2.4584 0.4929 -1.64 0.93 0.25
C 1.1559 0.1675 -0.3059 -2.90 -1.25 -1.32
C 0.0241 1.0739 -0.8911 -1.00 -3.78 0.06
C -1.3070 0.4085 -1.4216 3.62 -2.12 1.46
C -1.3841 -1.1638 -1.3687 1.08 1.49 0.75
S -2.9962 -1.8723 -2.0132 0.33 1.37 1.11
C -4.2318 -0.6376 -1.3527 -0.88 2.71 1.08
C -5.6158 -1.0274 -0.7696 1.29 4.12 0.21
C -6.5003 0.1498 -0.2232 2.86 1.25 -1.36
C -6.0301 1.6492 -0.2782 2.74 -2.73 -1.58
C -4.6316 2.0078 -0.8657 -0.99 -3.85 0.08
C -3.7322 0.8555 -1.4060 -3.55 -0.21 1.43
N -2.4136 1.2169 -1.9732 0.15 -1.61 2.20
H 1.9897 -2.5402 1.8433 0.06 0.30 -1.45
H 2.1297 0.6292 0.0941 -1.80 -0.76 -0.74
H 0.0483 2.2144 -0.9435 0.46 -1.86 0.29
H -5.9561 -2.1260 -0.7073 0.69 2.09 -0.15
H -7.5309 -0.0238 0.2299 1.67 0.01 -0.79
H -6.6691 2.5157 0.0907 0.83 -1.58 -0.49
H -4.2192 3.0825 -0.9151 -0.93 -1.88 0.13
H -2.2398 2.2261 -1.7876 -0.09 -1.11 -0.24
C 1.7672 2.5995 3.1808 0.04 0.28 -0.87
C 1.8575 3.1319 1.7823 0.25 1.35 -3.38
N 1.9326 3.5617 0.6728 -0.37 -1.82 4.53
H 1.2225 1.6536 3.1830 0.04 0.08 -0.12
H 2.7690 2.4347 3.5808 -0.08 0.10 -0.08
H 1.2434 3.3140 3.8172 0.13 -0.01 -0.12
C -0.3861 4.9295 6.8453 0.87 -0.02 -0.30
C 1.0307 4.8771 6.3564 2.51 -0.07 -0.84
N 2.1472 4.8359 5.9717 -3.71 0.09 1.23
H -0.8540 3.9503 6.7322 0.10 0.08 -0.01
H -0.4046 5.2137 7.8986 0.07 -0.03 -0.12
H -0.9507 5.6633 6.2681 0.12 -0.06 0.03
C 5.6685 -1.2567 -0.1631 0.71 0.89 0.12
C 6.4799 -0.2126 0.5436 1.44 1.83 1.20
N 7.1191 0.6109 1.1007 -2.11 -2.69 -1.80
H 6.2742 -2.1467 -0.3307 -0.06 0.19 0.10
H 4.8064 -1.5258 0.4385 0.14 0.07 -0.01
H 5.3262 -0.8720 -1.1261 0.06 0.12 0.11
C -2.9834 1.6454 -5.6197 -0.80 0.36 0.17
C -4.3310 2.2239 -5.3064 -2.36 1.01 0.57
N -5.3925 2.6804 -5.0594 3.49 -1.48 -0.79
H -3.0943 0.6282 -5.9985 -0.03 0.10 0.08
H -2.4843 2.2540 -6.3756 -0.13 -0.02 0.06
H -2.3701 1.6239 -4.7174 -0.14 -0.04 -0.04
C 4.1875 -4.9702 3.2645 0.49 0.48 -0.62
C 5.0142 -4.2282 2.2572 1.73 1.46 -2.00
N 5.6758 -3.6461 1.4643 -2.42 -2.41 3.09
H 4.6359 -5.9440 3.4671 0.00 0.12 -0.07
H 4.1366 -4.4009 4.1940 0.06 -0.01 -0.12
H 3.1767 -5.1162 2.8796 0.12 0.03 -0.03
C 0.8882 -4.1445 -3.8119 -0.26 0.49 -0.56
C 0.3274 -3.1787 -4.8039 -1.16 1.88 -1.75
N -0.1305 -2.4062 -5.5717 1.52 -2.54 2.51
H 1.6516 -3.6518 -3.2075 -0.10 0.01 -0.06
H 0.0962 -4.5081 -3.1553 0.05 0.09 -0.09
H 1.3419 -4.9903 -4.3310 -0.07 0.11 -0.01
```
Positions in Å, forces in eV/Å.

Results
* structure (SMILES): Fc1c(S)ccc2c1Sc1ccccc1N2.CC#N.CC#N.CC#N.CC#N.CC#N.CC#N



Entry 2:
Here is C24H26I2N8OS2Sn as an isolated structure from OMol25. Energies are from the ωB97M-V functional and the def2-TZVPD basis.

```
64
Properties=species:S:1:pos:R:3:forces:R:3
Sn 0.5934 -0.3170 -0.0793 -0.75 0.34 1.22
C -0.8016 -4.0755 2.4962 0.17 -0.02 0.13
C -0.6036 -3.0257 1.4572 0.66 -0.07 0.76
N 0.3903 -2.2107 1.5126 -0.19 1.24 -2.17
N 1.2576 -2.2172 2.4814 0.15 -0.62 2.20
C 2.4773 -1.7389 2.4015 -0.74 -0.01 -0.60
N 3.2138 -1.7816 3.5145 0.18 -0.02 0.17
S 3.1352 -1.0498 0.9850 -0.66 0.48 -1.18
C -1.5314 -2.9121 0.3362 -0.48 -0.13 -0.40
C -2.5907 -3.8113 0.1851 0.35 0.26 -0.01
C -3.4294 -3.6883 -0.9082 0.13 0.24 -0.10
C -3.1982 -2.6664 -1.8170 0.06 -0.13 0.10
C -2.1259 -1.8144 -1.5920 -0.25 0.20 -0.40
N -1.3159 -1.9351 -0.5538 0.52 0.48 0.43
H 0.0289 -4.0431 3.1969 -0.12 -0.06 -0.02
H -1.7308 -3.8992 3.0373 -0.09 -0.04 0.02
H -0.8497 -5.0654 2.0482 -0.02 -0.08 -0.03
H 2.8419 -2.2557 4.3244 0.02 -0.03 -0.08
H 4.2013 -1.5888 3.4758 -0.07 0.06 0.01
H -2.7505 -4.6051 0.8947 0.04 -0.02 0.14
H -4.2451 -4.3819 -1.0395 -0.10 -0.03 -0.05
H -3.8363 -2.5386 -2.6776 0.00 0.10 -0.05
H -1.9107 -0.9867 -2.2536 -0.06 0.07 -0.10
I -1.8361 6.8177 1.5439 0.07 -0.43 -0.18
C -1.4832 4.8916 0.7829 -0.01 0.15 0.24
C -0.8987 4.7346 -0.4701 -0.10 0.36 0.26
C -0.6781 3.4648 -0.9394 -0.08 -0.95 -0.10
I 0.2326 3.1505 -2.7899 0.07 0.31 0.06
C -1.0678 2.3047 -0.2241 0.01 2.59 1.04
O -0.9899 1.1471 -0.7607 1.38 -3.67 -0.38
C -1.5847 2.5001 1.0874 0.31 -0.38 -0.67
C -1.8041 1.2758 1.9207 -0.47 0.26 -0.31
N -0.5126 0.6519 2.2334 0.12 -0.69 -0.18
C 0.3726 1.4954 3.0348 0.16 -0.01 0.15
C 1.5560 2.0505 2.2767 0.04 0.02 0.06
C 2.5306 2.7796 2.9546 0.00 -0.08 -0.25
C 3.6715 3.1684 2.2772 -0.10 -0.07 -0.10
C 3.8005 2.8490 0.9305 -0.18 -0.04 -0.07
C 2.7697 2.1605 0.3256 0.35 0.16 -0.26
N 1.6846 1.7685 0.9891 -0.55 -0.62 -0.46
C -1.7968 3.7716 1.5593 -0.03 0.61 -0.06
H -0.6231 5.5974 -1.0575 0.02 0.04 -0.03
H -2.3837 0.5537 1.3393 -0.05 -0.02 0.12
H -2.3640 1.5215 2.8318 0.11 -0.03 -0.07
H -0.7229 -0.1905 2.7613 0.25 -0.02 -0.08
H 0.7883 0.9004 3.8531 -0.13 0.01 -0.01
H -0.1809 2.3289 3.4858 0.05 -0.11 -0.05
H 2.4048 3.0086 4.0006 -0.05 0.01 0.15
H 4.4608 3.6970 2.7883 0.04 0.08 0.07
H 4.6807 3.1114 0.3664 0.05 0.07 -0.05
H 2.8067 1.8713 -0.7209 0.12 0.13 0.02
H -2.2257 3.9209 2.5381 -0.04 -0.03 0.17
S 1.6588 -1.0500 -2.4240 0.50 0.16 1.27
C 0.7213 -1.0936 -3.8549 -0.51 0.11 -0.16
N 0.2602 -2.2324 -4.3576 0.06 0.04 0.12
C -0.2718 -2.0613 -5.7000 -0.19 -0.14 -0.51
C -0.1701 -0.5346 -5.9059 -0.22 0.10 -0.50
N 0.4628 -0.0886 -4.6721 0.07 -0.08 0.15
H 0.4454 -3.1351 -3.9540 0.12 0.08 0.17
H -1.3006 -2.4255 -5.7571 0.14 0.07 -0.02
H 0.3377 -2.6149 -6.4183 -0.11 0.06 0.05
H -1.1484 -0.0646 -6.0374 0.14 -0.05 0.06
H 0.4601 -0.2663 -6.7576 -0.14 -0.08 0.07
H 0.7173 0.8727 -4.5053 0.05 -0.14 0.29
```
Positions in Å, forces in eV/Å.

Results
* charge: +2



| no. | energy (hartree) | F_max (eV/Å) |
| --- | --- | --- |
| 1 | -2209.279338 | 4.90 |
| 2 | -3049.045909 | 3.94 |